[1]
70
Properties=species:S:1:pos:R:3:mulliken_charge:R:1 method="wB97M-V/def2-TZVPD" de_lowest_ev=0.000 charge=+2 molar_mass_g_mol=974.514 lumo_energy_ev=-6.13 homo_energy_ev=-13.4592
I 1.561 -3.281 3.496 0.160
I 5.095 1.247 5.238 0.198
I -2.868 0.394 1.556 0.167
Zr -0.079 -0.657 1.086 -0.331
P -0.945 -0.452 -1.553 1.669
O 1.687 -1.539 0.849 -0.444
N -0.736 -2.776 0.227 -0.114
N 0.360 0.955 2.796 0.830
N 1.136 1.251 0.241 -0.001
C -3.991 2.256 -2.001 -0.770
C -3.528 -4.228 -1.786 -0.697
C 0.062 -0.239 -4.161 -0.694
C 2.546 -1.288 -3.473 -0.891
C 1.039 2.856 4.700 -0.458
C 1.580 -1.102 -2.494 -0.487
C 3.793 0.909 2.527 -0.488
C -3.709 -3.241 -2.745 -0.809
C 1.014 3.182 3.353 -1.116
C 2.272 -0.947 -4.789 -0.615
C -1.733 -1.121 2.590 -1.026
C -1.920 1.020 -1.966 1.225
C -1.936 3.356 -2.583 -0.835
C 1.031 -0.425 -5.132 -0.759
C 0.419 0.640 4.100 -0.060
C -1.999 -1.910 -1.696 0.043
C -1.244 2.174 -2.373 -0.687
C 4.007 0.280 3.750 -0.554
C 2.660 -1.574 3.030 -0.419
C -2.566 -4.079 -0.799 -0.809
C 3.030 0.297 1.547 0.984
C -3.311 3.399 -2.398 -0.652
C 2.499 -0.976 1.785 0.278
C -1.800 -2.926 -0.760 0.447
C -2.945 -2.089 -2.705 -0.425
C 0.334 -0.572 -2.831 0.644
C 0.752 1.554 5.079 -1.262
C 3.432 -0.956 4.005 -0.166
C -3.300 1.074 -1.776 -0.877
C 0.686 2.206 2.431 0.611
C 0.701 2.471 0.951 -0.787
C 2.621 1.014 0.291 -1.182
H 0.910 1.374 -0.743 -0.056
H -3.854 4.318 -2.573 0.447
H 1.301 3.602 5.439 0.464
H 0.815 -0.168 -6.160 0.461
H 4.202 1.896 2.349 0.480
H 3.140 1.972 0.223 0.502
H -4.449 -3.372 -3.524 0.467
H -0.947 -3.354 1.039 0.381
H -3.089 -1.318 -3.453 0.469
H 2.876 0.428 -0.592 0.419
H -0.903 0.165 -4.439 0.411
H 3.510 -1.701 -3.207 0.491
H 0.208 -0.388 4.359 0.396
H -3.845 0.192 -1.461 0.622
H 1.353 3.316 0.723 0.551
H -0.178 2.148 -2.576 0.370
H 3.025 -1.091 -5.552 0.427
H -1.733 -0.842 3.637 0.535
H -5.065 2.280 -1.870 0.487
H 1.804 -1.376 -1.469 0.670
H -1.404 4.239 -2.912 0.479
H 3.559 -1.424 4.973 0.443
H -4.127 -5.128 -1.817 0.440
H -0.306 2.724 0.608 0.417
H 0.790 1.243 6.113 0.493
H 0.137 -3.156 -0.145 0.340
H -2.303 -2.043 2.476 0.538
H 1.268 4.178 3.016 0.537
H -2.403 -4.867 -0.072 0.477

---

[2]
45
Properties=species:S:1:pos:R:3:mulliken_charge:R:1 method="wB97M-V/def2-TZVPD" de_lowest_ev=4.953 charge=-1 molar_mass_g_mol=475.208 lumo_energy_ev=1.95 homo_energy_ev=-1.4206
Co 1.859 1.980 -1.148 -0.203
Co 3.364 -0.065 -1.264 -0.113
O 0.211 1.604 -3.522 -0.416
O 1.336 4.836 -0.846 -0.451
O 1.928 -1.202 -3.541 -0.425
O 6.195 -0.230 -1.934 -0.487
O 4.156 2.615 -2.737 -0.465
O 3.483 -2.522 0.251 -0.474
N -0.988 -1.542 1.908 -0.230
N -0.769 -0.173 1.955 0.760
C 1.553 3.697 -0.938 -0.220
C 5.069 -0.160 -1.662 0.272
C -2.709 1.061 -0.166 -0.453
C -2.098 -0.771 -2.183 -0.889
C -1.904 0.476 2.684 -0.899
C 2.225 0.739 0.148 -0.377
C 0.178 -2.320 1.546 -0.728
C 2.481 -0.718 -2.642 -0.019
C 0.836 1.720 -2.550 -0.007
C -1.155 -0.507 -1.196 0.220
C 0.869 1.088 0.083 -0.992
C -1.766 -2.201 3.062 -0.997
C -3.646 0.779 -1.150 -0.779
C -1.473 0.422 -0.216 0.870
C -3.348 -0.150 -2.144 -0.520
C -0.441 0.743 0.845 0.221
C 3.434 -1.534 -0.356 0.386
C 3.396 2.065 -2.084 0.243
H -0.667 1.700 1.379 0.106
H 0.523 -2.026 0.555 0.067
H -1.295 -1.947 4.047 0.346
H 1.003 -2.195 2.272 0.304
H -2.904 0.407 2.140 0.453
H -0.118 -0.845 -1.277 0.057
H -2.871 1.882 0.545 0.492
H -2.097 0.136 3.719 0.450
H -1.715 -3.299 2.885 0.307
H -0.130 -3.391 1.542 0.399
H -1.692 1.560 2.740 0.262
H -1.815 -1.453 -2.974 0.430
H -4.601 1.308 -1.139 0.359
H 2.796 0.721 1.118 0.611
H -4.092 -0.409 -2.896 0.356
H -2.826 -1.851 3.073 0.343
H 0.225 -0.026 2.065 0.828

---

[3]
31
Properties=species:S:1:pos:R:3:mulliken_charge:R:1 method="wB97M-V/def2-TZVPD" de_lowest_ev=2.457 charge=+1 spin_multiplicity=2 molar_mass_g_mol=200.281 lumo_energy_ev="-3.94 / -7.52" homo_energy_ev="-11.3831 / -11.3830"
O -1.995 1.496 1.129 -0.424
C -0.298 -5.347 -0.893 -1.291
C -2.070 -1.917 -1.024 -0.918
C 0.564 -3.002 -1.040 -0.204
C 0.273 1.373 1.702 -0.290
C 3.118 3.622 0.625 -1.437
C 1.821 3.152 0.600 1.027
C 1.534 1.979 1.424 -0.543
C -0.840 -1.087 -1.047 -0.142
C -0.772 1.998 1.005 0.597
C 0.387 -1.644 -1.060 -0.680
C -0.547 3.196 0.240 -0.376
C -0.469 -3.897 -1.028 0.537
C -1.814 -3.309 -0.981 -0.286
C 0.725 3.697 -0.025 -0.496
H 1.561 -3.478 -0.877 0.280
H 2.256 1.648 2.139 0.333
H -0.308 -5.704 0.156 0.267
H 0.615 -5.686 -1.352 0.409
H 0.853 4.673 -0.514 0.400
H 3.835 3.159 -0.194 0.314
H -1.493 3.588 -0.233 0.374
H 0.231 0.600 2.489 0.352
H 1.247 -1.072 -0.932 0.434
H -1.897 0.657 1.617 0.390
H 3.471 4.611 0.408 0.429
H -3.089 -1.495 -1.145 0.383
H -0.966 -0.003 -0.853 0.533
H -2.660 -3.924 -0.765 0.375
H -1.102 -5.845 -1.527 0.338
H 3.742 3.418 1.557 0.313